Entry 1:
# C44H62MoN2P3SeSi

C44H62MoN2P3SeSi as an isolated structure at a distorted geometry (wB97M-V/def2-TZVPD, OMol25).

XYZ file:
```
114
Properties=species:S:1:pos:R:3:mulliken_charge:R:1
Mo -4.02848 18.89978 9.66480 -1.6584
C -0.21190 16.98052 6.93041 -1.6555
C -0.64559 17.86181 8.12582 0.7440
C -0.41529 19.38524 7.82946 -1.2636
P -2.37871 17.28955 8.71095 0.9699
C -3.38937 16.18866 7.45506 1.8220
C -3.22355 16.57852 5.92887 -1.5307
C -3.04925 14.64675 7.59267 -1.3390
C -1.65540 16.11234 9.97134 -0.9321
C -0.63047 15.18350 9.77113 0.1072
C -0.01085 14.55614 10.86653 -0.8982
C -0.46348 14.79410 12.17478 -0.8149
C -1.50029 15.70178 12.36557 -0.6830
C -2.12639 16.33403 11.29942 1.0408
Si -3.73671 17.23596 11.48472 0.7384
C -5.05054 15.84388 11.47347 0.0189
C -4.85870 14.61638 12.03059 -0.4108
C -5.67786 13.50674 11.72737 -1.0919
C -6.84533 13.72527 11.03255 -1.0308
C -7.09280 14.99876 10.45804 -0.3877
C -6.17556 16.05253 10.60283 0.2498
P -6.30461 17.67685 9.68017 2.1258
C -7.29318 17.13856 8.16030 0.3185
C -6.92729 18.06642 6.95911 -0.7485
C -8.84581 17.01348 8.19056 -1.5039
C -7.75409 18.37646 10.67263 0.6497
C -7.54600 18.62587 12.16527 -1.8943
C -8.12433 19.68843 9.98269 -0.4391
C -3.93412 17.99707 13.15994 0.5535
C -4.12017 17.33031 14.35754 0.0241
C -4.14232 17.97714 15.57557 -0.7707
C -4.10311 19.36622 15.66152 -0.9035
C -3.90626 20.10459 14.43261 -0.7979
C -3.83181 19.41849 13.19823 -0.0007
P -3.47400 20.26054 11.60050 1.5592
C -4.26616 21.96955 11.79508 0.5920
C -5.72722 21.92143 12.08033 -1.7165
C -3.97972 22.85671 10.54653 -1.5272
C -1.61216 20.77529 11.79486 0.4084
C -1.26042 21.64741 13.04294 -1.4797
C -0.69641 19.54849 11.68370 -1.4383
H 0.88408 16.94168 6.89874 0.4101
H -0.59583 17.48000 6.02755 0.3844
H -0.58697 15.95413 6.95922 0.3715
H -0.03002 17.70416 9.01791 0.5886
H -1.04144 19.73395 6.99326 0.3195
H 0.66195 19.54320 7.60473 0.5019
H -0.65727 20.01240 8.69488 0.0228
H -4.42397 16.22146 7.76184 -0.8407
H -2.30078 16.23460 5.45221 0.4551
H -3.37123 17.64699 5.72454 0.2235
H -4.06809 16.07790 5.40057 0.4144
H -2.04639 14.40484 7.10017 0.2655
H -3.83098 14.07912 7.01202 0.4598
H -3.11323 14.26354 8.62916 0.3035
H -0.31987 14.88469 8.73870 0.2438
H 0.71600 13.81144 10.63113 0.5094
H 0.01113 14.30259 13.02181 0.4865
H -1.79116 15.99750 13.37880 0.4377
H -4.11667 14.51770 12.80515 0.4285
H -5.30709 12.55590 12.06442 0.5121
H -7.58594 12.97776 10.96180 0.5324
H -8.06470 15.16875 9.93455 0.0938
H -6.88819 16.11305 7.92370 0.5597
H -7.41740 19.08281 7.04154 0.1168
H -7.27746 17.53134 6.01189 0.5210
H -5.85790 18.20599 6.91295 -0.0921
H -9.31077 18.00365 8.34608 0.3253
H -9.21948 16.26644 8.92318 0.3597
H -9.12935 16.69676 7.16612 0.5142
H -8.57267 17.68434 10.62550 0.6186
H -6.85237 19.48029 12.34509 0.3277
H -7.15949 17.78740 12.71990 0.3123
H -8.50524 18.90917 12.63506 0.5850
H -8.52225 19.54314 8.94936 -0.0360
H -7.31511 20.42278 9.88895 -0.8974
H -8.88178 20.25961 10.48512 0.6437
H -4.31569 16.25409 14.25319 0.3181
H -4.34522 17.41154 16.48768 0.4297
H -4.26296 19.96353 16.55040 0.4859
H -3.85669 21.18184 14.40441 0.4855
H -3.80583 22.45124 12.64044 0.4790
H -6.23647 21.60557 11.15766 0.2218
H -6.11562 22.90262 12.33432 0.6485
H -6.00208 21.25012 12.93113 0.2782
H -4.12188 22.23442 9.61812 0.0792
H -2.95927 23.23022 10.50629 0.3572
H -4.73530 23.64296 10.51678 0.4880
H -1.45106 21.33761 10.87226 0.6236
H -1.23887 20.95548 13.92383 0.3699
H -2.06003 22.39158 13.23616 0.2990
H -0.23484 22.06429 12.89959 0.4414
H -0.61025 19.01091 12.59987 0.3680
H 0.31825 19.94461 11.39639 0.5403
H -1.14335 18.84643 10.96216 -0.0567
C -3.16531 23.23084 5.76628 -1.0075
N -4.48642 22.90499 6.34625 0.1702
C -4.83305 21.79199 7.07593 -0.4710
Se -3.71601 20.26161 7.38249 -0.4268
N -6.14007 21.83957 7.45545 0.9364
C -6.71187 22.98625 6.99483 0.9742
C -7.92509 23.57968 7.25744 -0.6279
C -8.09416 24.92606 6.87048 -0.5785
C -7.04769 25.67839 6.40295 -0.5387
C -5.77803 25.11578 6.10032 -0.5904
C -5.68144 23.72907 6.29443 -0.0348
H -2.67010 22.27360 5.61657 0.3709
H -2.58190 23.78167 6.50696 0.3320
H -3.27477 23.73877 4.78126 0.3916
H -6.58054 21.14406 8.05602 -0.4464
H -8.66365 23.02134 7.78144 0.4989
H -9.03104 25.48626 6.98862 0.3809
H -7.16857 26.76825 6.29117 0.3953
H -4.95201 25.69037 5.66187 0.4274
```

As for the charge: +3. The expectation value of S² is 2.038. As for the HOMO-LUMO gap (spin up / spin down): 5.645 / 5.849 eV. The molecular weight comes out at 914.90 g/mol. The calculation puts the HOMO energy (spin up / spin down) at -15.9 / -15.9 eV. As for the spin multiplicity: 3.

---

Entry 2:
# C44H63BCaN9S4SiTe

C44H63BCaN9S4SiTe as an isolated structure (wB97M-V/def2-TZVPD, OMol25).

XYZ file:
```
124
Properties=species:S:1:pos:R:3:mulliken_charge:R:1
Ca -0.47501 -1.67624 0.72949 0.7164
C 0.88339 -2.94022 -4.62380 -1.7489
C 1.30626 -1.61540 -4.08457 0.1482
C 2.37852 -0.93088 -4.55316 -0.4321
C 2.76600 0.32277 -3.98921 0.0450
N 2.08333 0.85438 -3.02591 -0.6930
N 1.00194 0.17961 -2.57409 0.8878
B 0.23527 0.98346 -1.59746 -1.3332
N 0.97553 1.84449 -0.64747 1.0297
N 0.65591 3.15120 -0.77457 -0.6767
C 1.33514 4.00564 -0.07620 0.0851
C 2.39212 3.57597 0.78373 -0.3908
C 2.69708 2.26236 0.92668 0.0457
C 3.77258 1.75405 1.82696 -1.6086
C 1.90018 1.32729 0.18577 0.7533
S 2.05396 -0.34691 0.32808 -0.3370
C 0.97781 5.47490 -0.20267 2.1519
C -0.19546 5.66985 -1.16083 -1.9018
C 2.20237 6.23234 -0.73539 -1.6337
C 0.59598 6.00840 1.18483 -1.6940
N -1.14986 1.34557 -1.94608 0.8587
N -1.31021 1.57805 -3.27076 -0.8174
C -2.44554 2.06249 -3.65866 0.0461
C -3.48301 2.35310 -2.71591 -0.4451
C -3.33213 2.09140 -1.39562 -0.1061
C -4.39001 2.35128 -0.37619 -1.5740
C -2.08747 1.49870 -0.98747 0.9730
S -1.77477 0.95453 0.57004 -0.2563
C -2.64176 2.32561 -5.14018 2.1892
C -1.40845 1.90566 -5.93702 -1.9277
C -3.85766 1.52645 -5.62742 -1.7120
C -2.88946 3.82815 -5.33911 -1.6255
C 0.58156 -1.02952 -2.99137 0.7481
S -0.71151 -1.78578 -2.21605 -0.3342
C 3.98206 1.07321 -4.49959 2.1909
C 4.18650 2.37339 -3.72438 -1.9166
C 3.76902 1.39552 -5.98567 -1.6087
C 5.21817 0.17961 -4.32994 -1.6971
H 1.51133 -3.23388 -5.46226 0.4379
H -0.15866 -2.90629 -4.94412 0.3477
H 0.94626 -3.69948 -3.84263 0.3420
H 2.96566 -1.34733 -5.36147 0.4351
H 2.94836 4.31701 1.34319 0.4412
H 4.27537 2.57562 2.33294 0.4360
H 4.50319 1.18037 1.25399 0.3376
H 3.35809 1.06448 2.56476 0.2672
H 0.04191 5.30165 -2.15927 0.3543
H -0.42704 6.73331 -1.22861 0.5047
H -1.08489 5.14376 -0.81165 0.2853
H 2.49499 5.85848 -1.71828 0.3127
H 3.06064 6.14731 -0.06692 0.3401
H 1.96280 7.29190 -0.83125 0.4692
H -0.26258 5.46920 1.58888 0.3459
H 0.33050 7.06343 1.10918 0.4644
H 1.41772 5.92603 1.89776 0.3472
H -4.41271 2.77777 -3.07193 0.4574
H -5.26235 2.81423 -0.83281 0.4442
H -4.00593 3.00107 0.41167 0.3480
H -4.68708 1.41946 0.10787 0.2158
H -1.20075 0.84183 -5.81432 0.3071
H -0.52395 2.45945 -5.62112 0.3603
H -1.58317 2.10389 -6.99510 0.4942
H -3.70498 0.45536 -5.48329 0.3552
H -4.01012 1.70799 -6.69194 0.4658
H -4.77442 1.81347 -5.11039 0.3400
H -2.03737 4.41231 -4.98675 0.3151
H -3.78110 4.16990 -4.81102 0.3438
H -3.03214 4.03860 -6.39959 0.4696
H 3.32590 3.03536 -3.82469 0.3558
H 5.06664 2.88563 -4.11443 0.5009
H 4.34074 2.18213 -2.66164 0.3058
H 2.88683 2.02290 -6.12541 0.2961
H 3.64730 0.49369 -6.58787 0.3432
H 4.63516 1.93488 -6.37050 0.4668
H 5.37794 -0.07183 -3.28000 0.3441
H 6.10141 0.70688 -4.69216 0.4683
H 5.13457 -0.74989 -4.89512 0.3475
N -1.62217 -3.98013 0.22229 -0.5909
N -1.13674 -4.91545 1.16255 -0.0430
C 0.11862 -4.84994 1.61493 0.3418
N 0.41925 -5.65524 2.63697 -0.2931
S 1.31039 -3.87399 0.90870 -0.3735
H -2.58541 -3.77335 0.48313 -0.0321
H -1.62515 -4.42433 -0.69216 0.2529
H -1.84864 -5.38057 1.71970 0.1845
H -0.30723 -6.09820 3.18293 0.1618
H 1.35791 -5.61839 3.00039 0.2791
C 3.85158 -2.13374 5.70004 -1.1784
Te 3.16122 -2.67215 3.74683 0.1439
C 1.21189 -2.53786 4.63470 -0.0487
C 1.43547 -2.64642 6.12421 0.3971
C 0.38347 -2.92131 6.99538 -0.2228
C 0.60037 -3.01824 8.35987 -0.9335
C 1.87903 -2.83719 8.87108 -0.4901
C 2.92857 -2.55726 8.01249 -0.8042
C 2.71718 -2.45979 6.63943 0.5575
H 4.09085 -1.07112 5.73004 0.3883
H 4.75166 -2.69507 5.94180 0.4950
H 0.58522 -3.34474 4.25720 -0.2881
H 0.73651 -1.59145 4.37082 0.2834
H -0.61759 -3.06623 6.60637 0.4428
H -0.22569 -3.23865 9.02327 0.4393
H 2.05639 -2.91870 9.93527 0.3946
H 3.92802 -2.41805 8.40706 0.4320
C -3.48263 -0.68380 3.92185 -1.3672
Si -2.90216 -1.83107 2.52357 0.1416
C -4.34717 -1.71282 1.24954 -0.6453
C -3.10241 -3.58221 3.28106 0.4519
C -2.27376 -3.89592 4.36629 0.1872
C -2.18889 -5.17538 4.89343 -0.6629
C -2.92689 -6.21177 4.32410 -0.5339
C -3.78350 -5.92748 3.26520 -0.5923
C -3.88220 -4.62680 2.77017 -0.0689
H -4.50220 -0.92624 4.23168 0.4014
H -3.46540 0.35709 3.58866 0.2795
H -2.83561 -0.75077 4.79968 0.3392
H -5.29023 -1.49359 1.76023 0.3843
H -4.53742 -2.60650 0.64405 0.3704
H -4.15366 -0.89932 0.54554 -0.2209
H -1.66535 -3.10689 4.79712 -0.1184
H -1.54598 -5.36866 5.74629 0.4460
H -2.86478 -7.21625 4.72282 0.3959
H -4.39450 -6.71457 2.83968 0.4199
H -4.59265 -4.43459 1.97122 0.2854
```

As for the charge: +1. As for the HOMO-LUMO gap: 4.975 eV. The molecular weight comes out at 1052.89 g/mol. The calculation puts the HOMO energy at -8.5 eV.